Computed, not measured: a molecular structure, C27H23BrEuF6N3O6S2Te at a distorted geometry, with ωB97M-V with the def2-TZVPD basis set.

Last column: Löwdin spin population.
Element x y z (Å)
Eu 12.942 7.461 12.655  6.08
Br 6.527 10.999 12.502  0.00
C 8.392 10.678 12.477  0.00
C 9.084 10.763 11.277  0.00
C 10.357 10.358 11.182  0.00
C 11.057 9.896 12.319  0.00
O 12.297 9.473 12.224  -0.02
C 10.373 9.912 13.564  0.00
C 10.988 9.476 14.794  0.00
N 12.053 8.769 14.855  0.00
C 12.676 8.499 16.058  0.00
C 12.628 9.327 17.155  0.00
C 13.329 9.055 18.338  0.00
C 14.165 8.008 18.397  0.00
C 14.310 7.137 17.240  0.00
C 15.209 6.043 17.246  0.00
C 15.283 5.281 16.110  0.00
C 14.562 5.626 14.987  0.00
N 13.732 6.659 14.928  -0.01
C 13.578 7.397 16.064  0.00
C 9.032 10.278 13.595  0.00
H 8.546 11.112 10.393  0.00
H 10.930 10.440 10.261  0.00
H 10.510 9.808 15.720  0.00
H 12.097 10.278 17.059  0.00
H 13.337 9.773 19.156  0.00
H 14.861 7.809 19.196  0.00
H 15.824 5.876 18.133  0.00
H 15.943 4.419 16.085  0.00
H 14.732 5.076 14.081  0.00
H 8.492 10.257 14.530  0.00
F 13.556 7.373 9.707  0.00
C 13.553 6.120 9.171  0.00
F 14.773 5.617 9.160  0.00
F 12.997 6.179 7.977  0.00
S 12.595 4.956 10.207  0.00
O 12.956 5.438 11.533  -0.01
O 13.075 3.681 9.827  0.00
N 11.072 5.117 9.913  0.00
S 10.160 6.243 10.530  0.00
O 10.923 7.172 11.332  0.00
O 9.225 6.793 9.609  0.00
C 9.127 5.406 11.821  0.00
F 9.226 6.132 12.930  0.00
F 7.887 5.356 11.388  0.00
F 9.593 4.181 12.119  0.00
O 11.062 5.382 14.976  0.00
H 10.292 5.837 15.363  0.00
H 10.694 4.654 14.456  0.00
C 18.587 7.037 6.909  0.00
C 18.050 7.270 8.288  0.00
C 17.950 6.246 9.196  0.00
C 17.404 6.452 10.487  0.00
C 17.401 5.334 11.446  0.00
C 16.884 7.711 10.839  0.00
Te 15.943 8.096 12.717  -0.03
C 17.035 8.756 9.902  0.00
C 16.586 10.156 10.168  0.00
C 17.628 8.535 8.681  0.00
H 18.613 5.980 6.614  0.00
H 19.596 7.445 6.797  0.00
H 17.930 7.560 6.174  0.00
H 18.317 5.271 8.872  0.00
H 17.821 4.402 11.046  0.00
H 16.414 5.099 11.807  0.00
H 18.004 5.561 12.321  0.00
H 15.492 10.220 10.265  0.00
H 16.963 10.880 9.424  0.00
H 16.941 10.526 11.147  0.00
H 17.711 9.347 7.981  0.00

Output
<S²>: 12.022
Gap between HOMO and LUMO (alpha / beta) (eV): 5.69 / 6.16
Multiplicity: 7
Energy relative to the best compared isomer or geometry (same formula, charge and spin) (kJ/mol): 0.0